[1]
107
Properties=species:S:1:pos:R:3:lowdin_charge:R:1 method="wB97M-V/def2-TZVPD" e_homo_ha=-0.38910 lumo_ev=-4.3 charge=+1
S 6.624 -3.910 -1.343 0.9167
O -1.124 -6.481 2.586 -0.1899
O -0.950 -4.520 0.388 -0.2112
O -6.850 -1.320 -1.601 -0.1901
O 4.777 -2.045 -0.533 -0.0793
O 1.861 3.562 1.957 -0.2196
O -2.693 7.152 4.683 -0.1933
O -4.082 -0.858 -2.519 -0.2110
O -2.843 4.505 3.384 -0.1911
O 0.154 1.936 -2.736 -0.1856
O 3.072 5.038 4.209 -0.1874
N 3.083 -3.311 0.442 -0.0260
N 3.990 -4.261 0.046 0.0358
N 0.753 -3.316 -3.659 0.0947
C 1.983 4.126 4.328 -0.1911
C -5.024 -1.717 -3.166 -0.1930
C 3.516 -1.992 0.134 -0.0741
C -6.792 -0.067 -0.931 -0.1051
C -2.021 -5.448 0.569 -0.1991
C 6.758 -2.749 -2.786 -0.4614
C -2.233 -5.767 2.045 -0.1958
C 3.278 -3.461 -4.635 -0.1080
C -1.982 4.998 2.366 -0.1042
C 2.058 3.031 3.268 -0.1940
C 5.026 -3.456 -0.546 -0.5134
C -6.452 -1.223 -2.967 -0.1943
C -3.742 7.585 3.827 -0.1097
C 3.083 3.716 1.248 -0.1112
C -0.423 -2.562 -3.232 0.0391
C 4.523 -2.592 -4.086 -0.2243
C -0.032 1.303 -0.349 -0.1857
C 0.873 1.373 -3.849 -0.1621
C -2.324 4.742 4.693 -0.1935
C 1.936 -2.666 -4.162 -0.1030
C 0.250 -5.155 -0.033 -0.1155
C -3.624 -1.392 -1.285 -0.1076
C 0.946 1.863 -1.501 -0.1777
C 1.988 -1.109 -4.256 0.0759
C 5.921 -3.389 -4.038 -0.2328
C 0.468 -0.054 0.352 -0.1245
C 2.696 6.249 3.565 -0.1021
C -0.261 -5.645 3.345 -0.1059
C -0.502 -1.006 -3.250 0.0676
C 0.750 -0.247 -3.775 -0.0409
C -3.008 5.933 5.354 -0.1953
H -2.915 -2.205 -1.477 0.0617
H -5.851 0.456 -1.121 0.0819
H 0.668 -6.189 3.525 0.0919
H -4.914 -2.750 -2.818 0.1256
H 1.249 2.315 3.446 0.1214
H -2.533 3.845 5.285 0.1248
H -2.430 -4.856 2.621 0.1269
H -7.128 -1.864 -3.541 0.1273
H 1.025 4.655 4.282 0.1045
H 2.893 4.338 0.371 0.0867
H 0.168 -5.433 -1.090 0.0690
H 3.440 2.736 0.916 0.0795
H 6.374 -1.682 -2.557 0.0952
H -2.636 6.029 6.378 0.1249
H 2.010 1.582 -3.741 0.1328
H -0.022 -4.717 2.818 0.0815
H 6.509 -3.071 -4.986 0.1202
H 1.323 0.143 1.103 0.0701
H -1.445 -0.439 -2.908 0.1190
H -1.238 4.880 4.664 0.1045
H -3.349 8.372 3.180 0.0896
H -1.117 4.335 2.262 0.0736
H 2.122 6.065 2.653 0.0815
H 3.048 -0.972 0.310 0.1111
H 2.110 6.867 4.252 0.0920
H 3.007 2.488 3.331 0.1260
H -3.109 -0.598 -0.740 0.0859
H -4.447 -1.759 -0.668 0.0932
H 1.240 2.953 -1.251 0.1322
H 5.813 -4.527 -3.957 0.1097
H -4.560 7.999 4.425 0.0895
H -3.108 -6.417 2.141 0.1267
H -1.848 -6.362 -0.009 0.1261
H 3.271 -3.564 -5.785 0.1394
H -0.723 -5.414 4.311 0.0900
H -1.053 1.113 -0.833 0.1028
H -2.535 5.006 1.425 0.0898
H -6.876 -0.251 0.141 0.0918
H 2.062 3.663 5.317 0.1287
H 3.850 4.200 1.857 0.0888
H -4.117 6.775 3.197 0.0830
H -4.093 5.786 5.405 0.1272
H 2.873 -0.509 -4.655 0.1150
H -7.633 0.560 -1.245 0.0917
H -4.791 -1.696 -4.235 0.1235
H -0.137 2.089 0.482 0.1063
H 3.606 6.789 3.299 0.0912
H 4.215 -2.228 -3.029 0.1023
H -2.926 -4.970 0.180 0.1175
H 4.700 -1.655 -4.742 0.1212
H 7.859 -2.632 -3.100 0.0965
H -1.642 6.015 2.576 0.0861
H -1.366 -3.102 -2.854 0.1301
H 0.699 -4.346 -3.579 0.1609
H 1.071 -4.444 0.080 0.0460
H 0.786 -0.882 -0.369 0.0536
H 3.214 -4.498 -4.138 0.1272
H 1.907 1.251 -1.605 0.1221
H 0.572 1.787 -4.870 0.1491
H -6.570 -0.198 -3.336 0.1286
H 0.474 -6.042 0.564 0.0929
H -0.409 -0.458 0.990 0.0904

---

[2]
105
Properties=species:S:1:pos:R:3:lowdin_charge:R:1 method="wB97M-V/def2-TZVPD" e_homo_ha=-0.18486 lumo_ev=2.5 charge=-1
I -1.643 -3.401 -4.264 0.8755
O -3.635 1.796 0.880 -0.1931
O -0.316 -0.701 -3.194 -0.0475
O -1.015 -0.904 -0.957 0.0136
N 0.988 -0.413 0.163 0.0123
N 4.087 -4.446 3.916 -0.2011
N -1.761 6.444 -1.621 -0.1975
N -1.645 -4.045 1.366 -0.0029
C -2.743 0.919 1.533 -0.1093
C 2.800 -6.385 4.982 -0.0869
C 3.312 -3.226 6.027 -0.0836
C 2.043 0.562 0.413 -0.2228
C 1.497 -3.492 -0.824 -0.1963
C -0.220 -3.869 1.052 -0.2891
C 4.006 -5.869 4.187 -0.2549
C -3.535 0.814 -1.424 -0.1825
C -2.448 0.599 -2.515 -0.0810
C 0.143 -0.132 -0.995 -0.3474
C -0.221 4.754 -2.775 -0.0756
C -3.959 -1.944 -3.107 -0.3616
C 0.788 -0.413 -2.369 -0.2842
C 1.239 3.001 0.455 -0.1170
C -4.825 -3.217 -3.079 -0.1502
C -1.573 5.098 -2.145 -0.2394
C -1.350 7.992 0.271 -0.0946
C -0.918 6.739 -0.477 -0.2765
C -0.598 8.056 -3.231 -0.0855
C -3.311 2.015 -0.489 -0.2240
C 3.015 -3.955 3.062 -0.2706
C 1.896 -1.473 -2.456 -0.1275
C 0.112 -4.018 -0.432 -0.1968
C -2.492 -2.138 -2.708 -0.5278
C 1.586 -2.961 -2.268 -0.1927
C -1.886 7.505 -2.605 -0.2496
C 4.430 -3.596 5.043 -0.2506
C 3.270 -2.556 2.526 -0.0810
C 1.683 1.789 1.274 -0.2335
B -1.562 -0.785 -2.375 -0.8577
H -2.368 4.907 -2.872 0.1161
H 0.242 2.844 0.040 0.0468
H 2.902 0.046 0.857 0.0961
H 5.243 -4.090 5.583 0.1103
H 2.855 -6.112 6.036 0.0522
H 2.222 -4.306 -0.704 0.1009
H 4.021 -6.378 3.218 0.1089
H 1.861 -6.002 4.580 0.0662
H -2.422 8.337 -2.140 0.0986
H 2.931 -4.649 2.220 0.1136
H -4.512 0.948 -1.900 0.1003
H 1.790 -2.699 -0.138 0.0630
H 0.153 8.275 -2.470 0.0629
H -2.477 -2.804 -1.839 0.0410
H -0.992 5.880 0.195 0.1153
H 2.385 0.913 -0.567 0.1095
H -2.263 2.347 -0.558 0.0874
H 0.882 1.507 1.963 0.0966
H 3.254 -1.804 3.317 0.0678
H -0.094 5.212 -3.756 0.0557
H -1.190 8.897 -0.317 0.0607
H 1.266 0.522 -2.708 0.1368
H 3.032 -4.058 6.672 0.0515
H -1.705 1.189 1.312 0.0727
H 0.376 -0.531 0.962 0.1058
H -2.408 7.934 0.531 0.0788
H 0.668 -3.201 -2.809 0.0038
H 0.106 -2.887 1.404 0.0842
H -4.247 -4.080 -2.738 0.0407
H 1.207 3.917 1.050 0.0638
H -0.772 8.091 1.190 0.0695
H -0.127 0.946 -1.012 0.1260
H 2.415 -2.891 5.503 0.0667
H 0.033 -5.079 -0.701 0.1135
H 2.322 -1.358 -3.459 0.1097
H 2.683 -1.178 -1.747 0.1033
H 4.853 -2.670 4.647 0.0996
H 0.611 5.065 -2.140 0.0621
H -2.879 -0.124 1.240 0.0825
H -2.923 1.022 2.606 0.0840
H -3.996 -1.492 -4.102 0.0929
H -1.750 1.448 -2.485 0.0789
H 0.150 6.831 -0.737 0.1019
H -0.147 3.673 -2.907 0.0673
H 2.545 2.053 1.896 0.0953
H -5.221 -3.469 -4.064 0.0572
H -1.834 -4.994 1.658 0.0473
H 4.239 -2.507 2.025 0.0861
H 3.642 -2.406 6.667 0.0687
H -5.676 -3.100 -2.402 0.0600
H 2.383 -3.505 -2.787 0.0997
H -2.544 7.132 -3.394 0.1132
H -3.627 -0.071 -0.788 0.0966
H 4.926 -6.162 4.701 0.1073
H -1.754 4.410 -1.316 0.0877
H 2.499 -2.287 1.805 0.0392
H -0.155 7.364 -3.946 0.0529
H -3.946 2.855 -0.781 0.1173
H -0.813 8.988 -3.758 0.0673
H -2.203 -3.874 0.538 0.0507
H 1.915 3.165 -0.389 0.0717
H 0.343 -4.619 1.622 0.0981
H -4.389 -1.212 -2.426 0.0770
H -2.911 0.667 -3.507 0.0934
H -0.646 -3.487 -1.007 0.0711
H 2.034 -3.965 3.563 0.1002
H 2.762 -7.475 4.926 0.0670

---

[3]
21
Properties=species:S:1:pos:R:3:lowdin_charge:R:1 method="wB97M-V/def2-TZVPD" e_homo_ha=-0.32967 relative_energy_kcal_mol=56.0 lumo_ev=0.9
O 1.046 -0.129 -1.512 0.0166
N 0.615 1.647 -0.104 -0.2694
N 1.838 1.559 0.528 0.0737
N -0.151 2.711 0.292 0.0621
C 0.268 0.742 -1.116 -0.4805
C -1.104 0.902 -1.722 -0.0154
C 0.351 -2.587 1.094 -0.1765
C -1.028 -2.078 0.739 -0.1764
H -1.777 -2.484 1.425 0.0642
H -1.459 -0.079 -2.052 0.0819
H 0.076 3.486 -0.333 0.0936
H 0.646 -2.236 2.087 0.0615
H -1.297 -2.373 -0.280 0.0673
H 1.746 0.822 1.231 0.0917
H 0.232 3.002 1.193 0.0905
H -1.044 1.574 -2.582 0.0854
H -1.064 -0.987 0.805 0.0514
H 0.367 -3.681 1.095 0.0635
H 1.092 -2.234 0.371 0.0540
H -1.830 1.284 -1.001 0.0701
H 2.481 1.140 -0.156 0.0909

---

[4]
55
Properties=species:S:1:pos:R:3:lowdin_charge:R:1 method="wB97M-V/def2-TZVPD" e_homo_ha=-0.30159 relative_energy_kcal_mol=77.1 lumo_ev=-0.4
O -3.909 -2.261 -0.103 -0.0626
O 7.491 -0.550 -1.068 -0.0978
O -4.737 0.115 0.445 -0.0132
O 3.272 -2.029 0.100 0.0652
N 2.009 2.319 1.069 0.1772
N 4.255 -0.061 0.636 0.0783
C -7.235 0.864 -0.892 -0.4359
C 1.855 -0.171 0.540 -0.1265
C 3.186 -0.854 0.394 -0.4568
C -5.288 1.398 0.674 -0.1911
C -3.524 -3.580 -0.404 -0.0783
C 8.555 0.375 -0.921 -0.1961
C 0.748 -0.933 0.357 0.0528
C 1.881 1.198 0.834 -0.2182
C 6.245 0.085 -0.830 -0.3156
C -8.717 0.493 -0.884 -0.0821
C -0.642 -0.585 0.409 -0.2001
C -2.935 -1.347 0.153 -0.1888
C -6.802 1.287 0.517 -0.1490
C 5.612 -0.504 0.448 -0.1097
C 7.979 1.595 -0.204 -0.1558
C -3.399 -0.040 0.455 -0.1791
C 6.538 1.587 -0.708 -0.1257
C -1.581 -1.598 0.137 0.0427
C -6.982 1.967 -1.917 -0.0729
C -2.472 0.956 0.731 0.0084
C -1.115 0.692 0.709 -0.0100
H -4.875 2.120 -0.040 0.1232
H 6.213 -0.231 1.320 0.1324
H -2.915 -3.626 -1.312 0.0984
H -2.803 1.954 0.970 0.1102
H 8.009 1.450 0.876 0.1091
H 8.512 2.510 -0.451 0.1111
H -7.157 0.543 1.232 0.1204
H 9.361 -0.113 -0.368 0.1200
H -9.320 1.349 -0.587 0.0800
H 0.968 -1.972 0.127 0.1281
H -7.249 2.250 0.771 0.1247
H 8.928 0.652 -1.917 0.1203
H 5.578 -0.137 -1.673 0.1533
H -2.976 -4.039 0.425 0.0986
H -1.212 -2.585 -0.093 0.1125
H 5.849 2.094 -0.035 0.1092
H -7.511 2.876 -1.636 0.0823
H 5.593 -1.592 0.353 0.1290
H -6.653 -0.020 -1.169 0.1346
H -9.035 0.176 -1.874 0.0749
H -0.424 1.488 0.929 0.0899
H -7.336 1.655 -2.897 0.0769
H -4.453 -4.125 -0.566 0.0954
H -8.907 -0.320 -0.187 0.0755
H 6.479 2.060 -1.688 0.1187
H 4.102 0.917 0.832 0.1095
H -5.044 1.735 1.691 0.1339
H -5.923 2.195 -2.003 0.0686

---

[5]
30
Properties=species:S:1:pos:R:3:lowdin_charge:R:1 method="wB97M-V/def2-TZVPD" e_homo_ha=-0.28916 relative_energy_kcal_mol=15.4 lumo_ev=0.9
N -1.051 -1.415 0.268 0.0811
C -0.689 -1.861 -0.970 -0.2344
C -0.019 -0.584 0.729 -0.0588
C 2.475 0.913 1.301 -0.0881
C -1.478 3.453 2.708 -0.1612
C 2.141 0.434 -0.151 -0.2007
C 0.500 -2.692 -3.290 -0.0943
C -1.397 -2.753 -1.778 -0.0346
C -1.893 2.574 1.536 -0.1822
C 0.960 -0.482 -0.212 -0.1851
C -0.824 -3.134 -2.961 -0.0968
C 1.182 -1.810 -2.482 -0.0297
C 0.595 -1.395 -1.272 -0.1270
H -2.080 1.546 1.859 0.0486
H -0.813 4.280 2.492 0.0580
H 2.606 0.002 1.886 0.0740
H 0.827 -3.074 -4.247 0.0912
H -2.395 3.897 3.102 0.0618
H 1.874 1.332 -0.711 0.1085
H -1.866 -1.646 0.812 0.1492
H -1.157 2.459 0.736 0.0547
H 1.550 1.391 1.619 0.0544
H -0.175 -0.171 1.710 0.1114
H -1.031 2.823 3.475 0.0598
H -2.333 -3.185 -1.443 0.1074
H 2.234 -1.631 -2.662 0.1054
H 3.379 1.507 1.304 0.0660
H -1.376 -3.699 -3.699 0.0945
H 3.038 0.051 -0.641 0.1048
H -2.785 2.869 0.978 0.0620

---

[6]
58
Properties=species:S:1:pos:R:3:lowdin_charge:R:1 method="wB97M-V/def2-TZVPD" e_homo_ha=-0.30380 relative_energy_kcal_mol=16.0 lumo_ev=0.6
O 2.003 -3.246 0.155 0.0745
O -0.267 0.082 -2.211 -0.1183
O -1.640 -2.104 1.030 0.1023
N 0.078 -0.839 1.892 0.1100
N 0.276 1.635 0.594 0.1569
N -1.670 0.155 0.799 0.0811
N 1.626 -1.074 -0.320 0.0915
N -1.691 2.044 -0.409 0.0475
C -2.983 1.487 -0.702 -0.0636
C -0.860 3.058 -0.814 -0.1659
C 0.069 4.977 -1.823 -0.1010
C 0.374 2.792 -0.163 -0.2174
C 1.620 -2.149 0.499 -0.4374
C 0.128 0.974 -3.243 -0.1817
C 0.368 -1.169 -2.419 -0.3048
C 0.459 -1.311 -3.941 -0.1168
C 1.137 -1.838 1.935 -0.1870
C 0.726 -3.128 2.645 -0.1326
C 1.754 -1.219 -1.748 -0.1042
C 1.283 4.724 -1.190 -0.1009
C -0.255 -2.063 4.720 -0.0775
C 0.533 -4.438 4.758 -0.0821
C -1.084 -1.049 1.224 -0.4883
C -1.026 4.149 -1.644 -0.0245
C 0.776 -3.048 4.172 -0.4287
C 1.456 3.636 -0.354 -0.0215
C -2.960 0.169 0.108 -0.0610
C -0.952 1.241 0.397 -0.3211
C 0.714 0.131 -4.389 -0.1416
H -0.452 -4.799 4.470 0.0817
H -3.784 2.156 -0.370 0.1259
H 0.234 0.356 -5.338 0.1071
H 2.391 -0.419 -2.135 0.1331
H -1.967 4.344 -2.135 0.1090
H -3.092 1.306 -1.775 0.1255
H -0.020 5.838 -2.468 0.0986
H 2.217 -2.189 -1.938 0.1285
H -0.039 -1.050 4.394 0.0629
H -3.030 -0.716 -0.531 0.1263
H 1.276 -5.143 4.395 0.0753
H 2.111 5.396 -1.359 0.0985
H -1.249 -2.331 4.369 0.0838
H 1.255 -0.184 -0.004 0.0981
H 2.397 3.441 0.135 0.1100
H 1.782 0.320 -4.494 0.1075
H -0.269 -1.926 -1.952 0.1579
H 0.859 1.694 -2.856 0.1173
H -0.764 1.529 -3.549 0.1179
H 1.409 -3.908 2.301 0.1180
H 1.979 -1.384 2.470 0.1646
H 1.776 -2.714 4.475 0.1334
H 0.586 -4.411 5.844 0.0730
H -0.493 -1.670 -4.332 0.1165
H -0.255 -2.082 5.808 0.0737
H -0.278 -3.399 2.320 0.1163
H -3.763 0.125 0.848 0.1291
H 1.246 -1.995 -4.244 0.1164
H 0.393 0.125 1.905 0.1085

---

[7]
9
Properties=species:S:1:pos:R:3:lowdin_charge:R:1 method="wB97M-V/def2-TZVPD" e_homo_ha="-0.46528 / -0.57097" spin_multiplicity=5 lumo_ev="-5.2 / -5.5" charge=+1
V 0.097 -2.107 -0.110 1.2208
O -0.162 -0.740 -1.350 -0.2502
O 0.058 -0.835 1.237 -0.2652
C 0.666 0.248 0.844 -0.1253
C -0.714 0.299 -0.768 -0.0947
H 1.759 0.209 1.005 0.1150
H 0.515 1.377 0.692 0.1459
H -1.722 0.272 -0.325 0.1337
H -0.497 1.276 -1.225 0.1199

---

[8]
18
Properties=species:S:1:pos:R:3:lowdin_charge:R:1 method="wB97M-V/def2-TZVPD" e_homo_ha=-0.33789 relative_energy_kcal_mol=57.5 lumo_ev=0.8
O 0.614 -1.572 1.364 -0.0447
O -1.667 2.038 1.108 -0.0988
N 0.770 1.424 -0.842 0.0083
C 0.856 -0.792 0.191 -0.4247
C -1.286 0.798 0.540 -0.2017
C 0.330 0.700 0.281 -0.3513
C 0.372 -1.489 -0.994 -0.0746
H 0.832 -2.434 -1.095 0.0754
H -1.007 2.292 1.855 0.1349
H -1.575 0.006 1.076 0.0533
H -0.677 -1.860 -0.950 0.1063
H 1.293 0.715 -1.515 0.1149
H 0.470 -0.868 -1.864 0.0683
H -0.058 1.792 -1.325 0.0833
H -1.922 0.769 -0.375 0.1308
H 2.006 -0.582 0.141 0.1758
H -0.187 -2.135 1.246 0.1052
H 0.837 1.198 1.158 0.1392

---

[9]
68
Properties=species:S:1:pos:R:3:lowdin_charge:R:1 method="wB97M-V/def2-TZVPD" e_homo_ha="-0.38634 / -0.38101" spin_multiplicity=5 relative_energy_kcal_mol=23.5 lumo_ev="-2.6 / -5.7" charge=+1
Co -0.457 1.184 1.674 0.4539
S -2.978 -2.422 -0.747 0.9629
S -1.326 3.085 3.129 0.9544
S -4.421 -3.496 -3.047 0.7204
S -0.302 -1.630 0.429 0.7408
N 7.226 1.025 -4.417 0.1738
N -1.704 -3.104 -2.837 -0.1038
N -0.766 -2.606 -2.018 0.0456
N 2.976 -1.388 5.207 0.1551
N -2.269 1.992 0.495 -0.1282
N -2.155 0.139 2.519 -0.1556
N 1.000 0.907 3.232 -0.0264
N 3.243 0.855 4.865 0.1389
C -2.243 3.453 0.498 -0.2507
C -1.194 -2.198 -0.878 -1.0451
C 1.843 1.267 -0.373 -0.1266
C -2.387 0.588 3.894 -0.2468
C 2.833 1.969 4.293 -0.0934
C -3.333 0.094 1.645 -0.1841
C 2.816 1.047 -2.578 -0.0154
C 0.822 1.349 0.299 -0.1347
C -3.556 1.401 0.869 -0.1611
C 1.720 2.013 3.469 -0.1555
C 3.916 1.006 -3.402 -0.0145
C -2.326 4.019 1.915 -0.3980
C 2.978 1.227 -1.198 -0.2545
C 5.366 1.326 -1.484 -0.0118
C -0.319 -4.605 -6.503 -0.0657
C 4.264 1.364 -0.658 -0.0133
C -2.604 2.092 4.008 -0.3774
C -1.273 -3.618 -4.083 -0.1796
C -1.630 -4.838 -6.122 -0.0597
C -2.109 -4.351 -4.921 -0.0463
C 0.054 -3.395 -4.460 -0.0120
C 1.410 -0.222 3.779 -0.0527
C 5.198 1.145 -2.862 -0.2270
C 2.555 -0.261 4.615 -0.3564
C 6.322 1.087 -3.715 -0.1916
C 0.517 -3.885 -5.665 -0.0657
C -2.975 -3.081 -2.361 -1.0434
H 3.412 2.857 4.498 0.1175
H 2.556 -2.278 5.013 0.1091
H -2.545 2.385 5.055 0.0850
H -1.296 3.762 0.050 0.1202
H -2.004 1.666 -0.431 0.1224
H 1.819 0.934 -2.981 0.1182
H -3.163 -0.700 0.920 0.0127
H -3.063 3.890 -0.090 0.1317
H 1.407 2.933 2.997 0.0759
H 3.800 -1.344 5.780 0.1152
H 3.801 0.870 -4.466 0.1217
H -3.268 0.092 4.331 0.1326
H 0.714 -2.852 -3.802 0.1050
H 6.359 1.434 -1.081 0.1220
H -4.238 -0.154 2.209 0.1345
H -1.785 -0.809 2.555 0.0692
H -1.505 0.312 4.482 0.1125
H 0.854 -1.126 3.565 0.1105
H -3.573 2.385 3.616 0.0729
H -2.285 -5.406 -6.763 0.1128
H -4.113 2.112 1.478 0.1064
H -3.131 -4.557 -4.652 0.0162
H -4.169 1.176 -0.010 0.1337
H 0.048 -4.988 -7.442 0.1099
H -3.346 4.049 2.291 0.0748
H -1.936 5.036 1.927 0.0834
H 4.382 1.498 0.408 0.1156
H 1.540 -3.709 -5.957 0.1099

---

Result set for total energy: -2532.53521 -1912.52247 -399.65805 -1227.46040 -522.19575 -1317.20654 -1172.64038 -364.17660 -4458.93574 Ha, one per record in the order listed.